{
  "formula": "C28H32Br2N4O3OsS",
  "method": "the ωB97M-V functional and the def2-TZVPD basis",
  "gap_ha": [0.2651, 0.1041],
  "total_charge": 2,
  "e_above_lowest_ev": 2.772,
  "spin_multiplicity": 5,
  "symbols": ["Os", "O", "C", "C", "C", "C", "C", "C", "C", "O", "N", "N", "C", "C", "Br", "C", "C", "C", "C", "C", "C", "C", "H", "H", "H", "H", "H", "H", "H", "H", "H", "H", "H", "H", "H", "H", "Br", "C", "C", "C", "C", "C", "C", "H", "H", "H", "H", "C", "C", "C", "O", "C", "H", "H", "H", "H", "H", "H", "H", "H", "C", "N", "C", "N", "S", "H", "H", "H", "H", "H", "H"],
  "positions_angstrom": [[-0.73687, 0.70589, 0.28348], [3.38534, -0.36995, -2.66489], [2.33766, -0.56893, -3.47804], [2.47103, -1.44776, -4.54316], [1.44872, -1.52916, -5.48337], [0.30940, -0.77030, -5.35462], [0.19914, 0.06346, -4.25246], [1.19718, 0.17482, -3.31167], [0.90850, 0.94933, -2.05704], [-0.37605, 0.47714, -1.60586], [1.83293, 0.55110, -0.96303], [1.31362, 0.61706, 0.29148], [2.18138, 0.41278, 1.28036], [1.85445, 0.38655, 2.57597], [-0.51184, 0.97526, 2.71446], [2.43317, 0.25276, 3.83726], [2.34457, -0.90495, 4.61352], [3.00264, -0.95718, 5.87048], [2.80241, -2.00066, 6.69462], [1.99535, -3.07984, 6.29260], [1.51538, -3.14315, 5.01208], [1.62263, -2.03583, 4.17569], [4.22889, -0.63926, -3.05985], [3.39221, -1.96912, -4.69632], [1.64761, -2.16210, -6.29158], [-0.52648, -0.74489, -6.09353], [-0.69779, 0.65232, -4.19197], [0.91379, 2.03258, -2.08485], [2.79792, 0.33711, -1.04964], [3.15451, 0.18289, 1.00770], [2.75363, 1.15046, 4.30488], [3.59606, -0.08052, 6.18867], [3.19804, -2.00223, 7.73989], [1.59846, -3.89687, 6.97486], [1.04351, -4.07019, 4.77225], [1.11770, -1.93046, 3.23547], [-0.36706, 7.21907, -1.03331], [-0.44191, 5.38699, -0.71026], [0.11403, 4.93411, 0.49937], [0.08543, 3.57546, 0.76543], [-0.56702, 2.68748, -0.14495], [-1.06568, 3.19318, -1.35832], [-1.01060, 4.55623, -1.67755], [0.45771, 5.64611, 1.22989], [0.62243, 3.24816, 1.69346], [-1.55676, 2.50823, -1.99674], [-1.40081, 4.98319, -2.59726], [-5.16780, 1.04286, -0.07721], [-4.95056, 1.22982, 1.44322], [-3.45422, 1.58180, 1.47491], [-2.80305, 0.79755, 0.47098], [-3.78723, 0.54398, -0.59219], [-5.44879, 2.01910, -0.54223], [-5.87759, 0.27659, -0.21236], [-5.12961, 0.32939, 1.95319], [-5.56774, 1.98602, 1.97054], [-2.95260, 1.41622, 2.41466], [-3.26795, 2.64603, 1.24795], [-3.85271, -0.51574, -0.79863], [-3.49180, 1.10128, -1.46454], [0.58715, -4.62240, -2.21429], [0.03495, -3.93580, -1.00701], [-0.49075, -2.71759, -0.99856], [-0.75703, -2.16468, -2.16951], [-0.85655, -1.97508, 0.53013], [1.37382, -5.32013, -1.82874], [1.05954, -3.90077, -2.82762], [-0.24387, -5.11252, -2.80628], [0.13086, -4.31990, -0.05790], [-0.60257, -2.70413, -2.96358], [-1.10247, -1.23820, -2.29857]],
  "atomic_forces_ev_per_a": [[0.932, 0.412, -0.054], [1.587, 0.121, 0.964], [0.553, -0.583, -1.338], [-1.001, 0.656, -0.218], [0.741, 0.116, 0.863], [-1.129, 0.488, -0.393], [-0.387, -0.054, -0.814], [-0.328, 0.420, 0.527], [-0.054, -1.546, 1.524], [0.064, 0.384, -0.337], [-1.883, 0.533, 1.160], [-0.805, 0.161, -2.835], [-1.859, 0.021, 1.823], [2.809, -0.546, 2.341], [-0.667, -0.355, 0.266], [-1.404, 1.259, -3.470], [0.189, -1.299, 0.672], [0.301, 3.479, -2.962], [-1.145, -4.059, 3.556], [-0.396, -1.050, 1.892], [0.041, -0.960, 1.326], [0.781, 2.230, -0.460], [-0.423, -0.037, -0.033], [0.384, -0.345, -0.008], [-0.161, -0.823, -1.279], [1.004, -0.299, 0.569], [-0.197, 0.254, 0.343], [-0.140, 0.275, -0.456], [0.744, -0.038, -0.452], [1.914, -0.288, -0.367], [0.412, 0.719, 0.400], [-0.349, -0.614, -0.190], [-0.244, 0.045, -1.074], [1.298, 1.197, -0.633], [-0.486, -0.226, -0.701], [-0.269, -0.366, -0.410], [-0.043, 0.566, -0.167], [0.187, -0.002, 0.099], [-0.854, -0.528, -0.771], [0.366, -0.155, 0.090], [0.732, 0.675, 1.008], [-0.093, 0.966, 0.936], [0.363, -0.451, 1.038], [0.337, 0.083, -0.028], [-0.886, 0.063, -1.023], [-0.339, -0.485, -0.859], [0.046, -0.233, 0.155], [1.175, 1.456, 0.646], [1.069, 1.320, -0.701], [-0.599, 1.573, 0.957], [-0.786, -0.715, -0.784], [-1.004, 0.298, 0.168], [0.090, -0.991, 0.204], [-1.089, -0.565, -0.595], [-0.078, -1.389, 0.663], [0.409, -0.196, -0.729], [-0.131, -0.376, 0.213], [-0.243, -0.248, -0.157], [0.508, -0.261, 0.073], [0.321, 0.071, -0.360], [-1.082, -1.102, 1.472], [0.433, -0.455, 0.558], [-0.421, 0.452, 0.144], [-0.196, 0.064, 1.043], [0.187, 0.233, -0.183], [-0.975, 0.347, -0.666], [0.611, 0.785, -0.647], [1.088, 0.203, 0.772], [0.175, -0.033, -1.017], [0.239, -0.768, -1.639], [0.054, 0.512, 0.344]],
  "mulliken_charge": [1.52, -0.63, 1.29, -1.00, -0.62, -0.88, -0.51, -0.56, 0.60, -0.74, -0.32, 0.44, 0.30, -0.92, -0.37, -1.06, 1.16, -0.42, -0.25, -0.49, -0.55, -0.12, 0.43, 0.43, 0.54, 0.40, 0.39, 0.39, 0.36, 0.50, 0.34, 0.41, 0.38, 0.33, 0.43, 0.44, -0.13, 0.01, -0.73, -0.28, 0.50, -0.21, -0.68, 0.47, 0.13, 0.20, 0.48, -0.71, -0.67, -0.41, -0.02, -0.45, 0.29, 0.37, 0.33, 0.37, 0.21, 0.31, 0.37, 0.24, -0.79, -0.16, 0.72, -0.13, -0.52, 0.33, 0.20, 0.30, 0.27, 0.21, 0.01]
}